Record 1
{"formula": "C4H10NOS", "method": "the ωB97M-V functional and the def2-TZVPD basis", "smiles": "[O-]CNCCCS", "homo_lumo_gap_ev": 5.99, "energy_ha": -686.56390, "e_above_lowest_kcal_mol": 63.2, "multiplicity": 1, "charge": -1, "elements": ["C", "H", "O", "C", "H", "H", "H", "H", "H", "H", "C", "S", "H", "N", "H", "H", "C"], "positions_angstrom": [[-0.359005, 0.884644, -1.514218], [0.099877, 1.277504, 1.573849], [1.162008, -2.297937, 1.508262], [0.423189, 0.536080, 0.834887], [1.741071, 0.735053, -0.788878], [-2.249767, 0.450070, -0.330555], [-0.545274, -0.174950, -1.629648], [-0.808368, -0.737944, 1.734075], [-0.700265, -2.633321, 0.742231], [0.573810, -2.021613, -0.428163], [0.204668, -2.011529, 0.639112], [-2.003010, 1.623828, -0.938326], [-0.205856, 1.410579, -2.451956], [-0.428499, -0.623978, 0.802769], [1.387508, 0.154376, 1.268459], [0.934030, 2.256575, -0.509631], [0.773890, 1.172558, -0.512261]], "forces_ev_per_a": [[-0.2058, 1.2563, 0.2715], [-0.4550, -0.0751, -0.3080], [-0.1344, 0.1008, -0.0651], [2.2969, -0.3957, 1.5189], [-0.3145, -0.0627, -0.6376], [-0.2131, 0.1686, 0.3759], [0.0769, -0.0343, -0.1731], [-0.1591, 0.3214, 0.1098], [-0.2662, -0.3263, -0.3565], [-0.3783, -0.1251, 0.0197], [1.3150, 0.6204, 0.1447], [0.8425, -0.7169, -0.3223], [0.2531, -0.3350, -0.3063], [-1.4590, -0.2468, -0.1859], [-0.3201, 0.4662, -0.1422], [-0.1076, -0.0825, 0.5030], [-0.7712, -0.5334, -0.4465]], "lowdin_charge": [-0.521, 0.098, -0.334, -0.319, 0.099, -0.167, 0.046, 0.081, 0.069, 0.079, -0.564, 0.592, 0.036, -0.116, 0.102, 0.090, -0.271]}

Record 2
{"formula": "H5N4P", "method": "the ωB97M-V functional and the def2-TZVPD basis", "smiles": "[H]/N=N\\P=N/[H].N", "homo_lumo_gap_ev": 8.07, "energy_ha": -563.26057, "e_above_lowest_kcal_mol": 43.9, "multiplicity": 1, "charge": 0, "elements": ["H", "H", "H", "H", "N", "N", "N", "N", "P", "H"], "positions_angstrom": [[1.440831, 0.982904, -0.578902], [3.034461, 0.154824, -0.272579], [3.015266, 1.606842, -0.589134], [-1.663837, 1.102971, -0.853231], [2.440278, 0.794174, -0.815933], [-0.755543, 0.860261, -0.777818], [-1.777544, -1.213772, 0.600752], [-2.617712, -1.922727, 1.088427], [-0.454762, -0.420221, 0.073125], [-2.661441, -1.945258, 2.125289]], "forces_ev_per_a": [[1.5697, -0.4499, 0.1799], [-1.6228, -0.6015, -0.0110], [-0.7928, 0.6150, -0.5535], [-3.7846, 1.3751, -0.5975], [1.0729, 0.6427, 0.2364], [3.4124, -1.7075, 1.3640], [-0.0471, 0.7381, 0.4625], [-0.6519, -1.5283, -0.3222], [0.6818, 0.0622, -0.8065], [0.1625, 0.8541, 0.0478]], "lowdin_charge": [-0.089, 0.003, -0.003, -0.095, -0.030, -0.288, -0.380, 0.051, 0.758, 0.074]}

Record 3
{"formula": "C3H11NO4", "method": "the ωB97M-V functional and the def2-TZVPD basis", "smiles": "O=CNCCO.O.O", "homo_lumo_gap_ev": 10.61, "energy_ha": -476.61461, "e_above_lowest_kcal_mol": 39.6, "multiplicity": 1, "charge": 0, "elements": ["N", "H", "C", "H", "H", "C", "C", "O", "H", "H", "H", "H", "O", "H", "O", "H", "H", "O", "H"], "positions_angstrom": [[-0.012733, 0.920912, 0.261652], [-0.483078, 0.082788, -0.043383], [-0.778636, 1.818425, 0.918962], [-0.208338, 2.731696, 1.184157], [1.601493, 1.577448, -1.018699], [1.367661, 1.105750, -0.053595], [1.968243, -0.269671, -0.402974], [-0.877253, -1.543509, -1.534424], [3.050700, -0.155253, -0.513322], [-1.576007, -0.939074, -1.259331], [1.570621, -0.496059, -1.394681], [-2.728983, -0.327047, 1.027184], [-2.803123, -1.167403, 0.594896], [-0.924803, -2.299306, -0.945971], [-1.963843, 1.673658, 1.163314], [2.676844, -1.746565, 0.530201], [-3.673969, -1.188181, 0.205786], [1.813980, -1.329356, 0.553299], [1.981225, 1.550739, 0.726927]], "forces_ev_per_a": [[-0.7176, 0.8462, 0.4468], [0.2471, -0.2728, -0.0683], [0.3272, 0.0343, -0.3776], [-0.2318, -0.1179, 0.1267], [-0.5695, 0.7742, 0.3061], [1.4063, -1.8178, -0.5292], [0.7431, 0.0828, 0.0256], [0.3772, 0.3731, -0.4748], [-0.0674, 0.4805, -0.3034], [-0.2631, -0.4937, 0.1404], [-0.2011, -0.6692, 0.1833], [0.0877, 1.1655, 0.4663], [0.2993, -0.9540, -0.4198], [-0.2017, 0.0496, 0.2545], [0.1020, -0.0842, 0.1270], [-0.1536, -0.3928, 0.3451], [-0.4001, 0.0251, -0.0706], [-0.2926, 0.6922, -0.4585], [-0.4915, 0.2789, 0.2802]], "lowdin_charge": [0.049, 0.100, -0.336, 0.140, 0.122, -0.183, -0.257, -0.059, 0.116, 0.012, 0.103, -0.001, -0.039, 0.043, 0.001, 0.076, 0.047, -0.058, 0.123]}

Record 4
{"formula": "C2H10NO2", "method": "the ωB97M-V functional and the def2-TZVPD basis", "homo_lumo_gap_ev": [12.40, 3.96], "energy_ha": -286.57002, "e_above_lowest_kcal_mol": 48.9, "multiplicity": 2, "charge": 2, "s_squared": 0.756, "elements": ["C", "H", "H", "H", "H", "H", "O", "H", "N", "H", "H", "O", "H", "C", "H"], "positions_angstrom": [[0.368983, 0.896244, -0.422738], [0.893069, 1.703197, 2.000965], [-0.750420, 2.036041, 2.153352], [-2.810209, -1.092171, -1.386460], [-1.109123, 0.035468, 0.336444], [1.792604, -1.893819, -0.572949], [1.788632, -1.134245, -1.207310], [-1.635665, -2.070738, -1.308940], [-0.311624, 0.623121, 0.610637], [2.381592, -1.492542, -1.924588], [1.394042, 1.241086, -0.401874], [-1.876443, -1.148719, -1.071915], [-0.186733, 0.409916, 2.705039], [-0.079142, 1.210407, 1.963236], [0.140436, 0.676754, -1.472899]], "forces_ev_per_a": [[1.2803, -0.2098, -0.6788], [0.2289, -0.5338, -0.2157], [-0.7926, -0.1377, -0.1604], [0.2170, 0.2462, 0.2364], [-0.5292, 0.2613, 0.9613], [-0.1118, 0.2575, 0.0903], [0.8076, -1.0720, -0.0656], [0.0060, 0.1930, 0.1535], [-0.0624, 0.7295, -0.9216], [-0.3125, 0.4732, -0.0566], [0.1498, 0.8853, 0.7096], [-0.3323, -0.4929, -0.5216], [0.0249, 0.3736, -0.1374], [0.3911, -0.5843, 0.1972], [-0.9648, -0.3891, 0.4095]], "lowdin_charge": [0.130, 0.116, 0.119, 0.150, 0.137, 0.161, 0.240, 0.134, 0.041, 0.179, 0.137, 0.146, 0.122, 0.054, 0.134]}

Record 5
{"formula": "C6H15NSi", "method": "the ωB97M-V functional and the def2-TZVPD basis", "homo_lumo_gap_ev": [4.87, 8.38], "energy_ha": -581.68506, "e_above_lowest_kcal_mol": 0.0, "multiplicity": 3, "charge": 0, "s_squared": 2.009, "elements": ["H", "N", "C", "H", "H", "H", "C", "H", "H", "H", "C", "H", "C", "H", "H", "C", "H", "H", "H", "H", "H", "Si", "C"], "positions_angstrom": [[-2.567415, -0.335293, -0.100669], [1.804897, -1.955164, 0.688923], [0.077148, -0.540389, 3.007929], [-0.001904, 2.476794, -1.814661], [-0.748451, -2.045106, -2.160844], [1.709958, -2.456394, -0.187660], [1.225335, -0.111375, 2.093310], [1.188078, 2.138993, -0.575982], [-0.982328, -0.679354, -3.237437], [0.143369, -1.605101, 3.215745], [-1.944878, 0.544395, -0.233797], [0.638575, -1.244343, -2.879767], [1.178564, -0.887594, 0.823593], [2.175627, -0.304617, 2.597641], [-1.835177, 1.021252, 0.734816], [0.678727, 1.717167, -1.436720], [1.429746, 1.538412, -2.200404], [-0.882736, -0.340216, 2.537349], [0.125806, 0.002891, 3.949014], [-2.485755, 1.237849, -0.875180], [1.143214, 0.954988, 1.877623], [-0.247523, 0.115780, -0.978209], [-0.345523, -1.078746, -2.449955]], "forces_ev_per_a": [[0.0056, -0.1798, 0.0262], [0.5428, -3.4722, -2.3740], [0.1402, 0.2211, 0.3045], [-0.2513, 0.0292, -0.0581], [-0.0843, -0.1085, 0.0964], [0.6942, -0.6227, 0.3460], [-1.2251, 0.4380, -0.1579], [0.0451, 0.0064, 0.1972], [-0.1130, 0.2084, 0.0122], [-0.0203, -0.1042, 0.0049], [0.5560, -0.3006, -0.1327], [0.1660, 0.0206, -0.0122], [-1.4691, 4.1560, -0.2440], [0.0748, 0.0859, -0.2416], [0.0961, 0.0805, 0.1601], [-0.1821, -0.5887, 0.2350], [0.1102, -0.1463, -0.0760], [-0.0640, -0.0063, -0.0075], [-0.1043, 0.0623, 0.2840], [0.0353, 0.1235, -0.2323], [0.0795, 0.1769, 0.2010], [0.7683, -0.2315, 0.9998], [0.1996, 0.1521, 0.6690]], "lowdin_charge": [0.025, 0.056, -0.127, 0.025, 0.024, 0.048, -0.305, 0.018, 0.030, 0.071, -0.203, 0.024, -0.390, 0.105, 0.016, -0.198, 0.023, 0.048, 0.061, 0.026, 0.081, 0.747, -0.203]}

Record 6
{"formula": "CH5N3O", "method": "the ωB97M-V functional and the def2-TZVPD basis", "smiles": "[H]/N=C\\N=O.N", "homo_lumo_gap_ev": [8.35, 8.35], "energy_ha": -280.45204, "e_above_lowest_kcal_mol": 95.7, "multiplicity": 1, "charge": 0, "elements": ["H", "N", "H", "H", "H", "N", "O", "N", "H", "C"], "positions_angstrom": [[-0.009875, 0.249152, 1.646463], [-0.479713, -0.729885, 1.395307], [-0.277227, -2.495007, 0.512869], [0.240456, 1.558569, -1.284367], [-1.294334, 2.096746, -0.591559], [1.560014, -1.386551, 0.548402], [2.224516, -0.506547, 0.020250], [-0.818315, 1.721106, -1.372639], [-1.360021, 0.974318, -1.531049], [0.214499, -1.481902, 0.656325]], "forces_ev_per_a": [[-0.8328, -2.6873, -0.7561], [0.4488, 3.2934, 0.6447], [1.2358, 0.9971, -0.4935], [-2.7465, 0.1069, 0.2093], [0.4859, 1.0393, 1.2151], [4.4898, 0.1569, -0.8260], [-2.2043, -1.0196, 0.6772], [3.8268, 2.8339, -0.0528], [-1.5452, -3.9861, -1.3626], [-3.1584, -0.7344, 0.7448]], "lowdin_charge": [0.111, 0.097, 0.136, 0.056, -0.013, -0.033, 0.036, 0.025, -0.065, -0.351]}